Record 1
Molecular formula: C6H3NO
Method: DFT, the ωB97M-V functional and the def2-TZVPD basis

CARTESIAN COORDINATES (ANGSTROEM)
N: 3.34 -0.05 -0.05
C: 2.23 0.18 -0.20
C: 0.83 -0.12 -0.06
C: 0.13 -1.17 0.18
C: -1.31 -0.55 -0.05
C: -1.42 0.85 -0.13
C: 0.01 1.13 0.03
O: 0.71 2.17 0.21
H: 0.18 -2.37 0.51
H: -2.12 -1.36 0.07
H: -2.57 1.29 -0.51

For the lowest unoccupied orbital energy, the calculation gives -1.528 eV. The value obtained for the HOMO-LUMO gap is 8.47 eV. As for the calculated total energy: -9803.1849 eV. The HOMO energy comes out at -10.00 eV.

Results of the natural (NBO) charge analysis, in e, for atoms 1 through 8: atom 1 (N): -0.2521, atom 2 (C): 0.2708, atom 3 (C): -0.2184, atom 4 (C): -0.1430, atom 5 (C): -0.1097, atom 6 (C): -0.3561, atom 7 (C): 0.5022, atom 8 (O): -0.4760

Record 2
Molecular formula: C6H40N2O12
Method: DFT, the ωB97M-V functional and the def2-TZVPD basis

CARTESIAN COORDINATES (ANGSTROEM)
N: -1.39 -1.24 1.48
C: -0.31 -1.08 0.46
C: 1.09 -1.09 1.10
C: 1.38 -2.39 1.84
C: -0.52 0.26 -0.30
N: -1.59 0.13 -1.30
C: -2.37 1.42 -1.41
C: -1.05 -0.23 -2.65
H: -1.39 -0.49 2.17
H: -1.28 -2.05 1.99
H: -0.38 -1.91 -0.29
H: 1.13 -0.25 1.74
H: 1.86 -0.93 0.25
H: 2.43 -2.46 2.08
H: 1.15 -3.27 1.23
H: 0.80 -2.48 2.78
H: 0.47 0.58 -0.71
H: -0.72 1.10 0.40
H: -2.73 1.70 -0.43
H: -3.22 1.27 -2.09
H: -1.78 2.28 -1.76
H: -0.39 -1.09 -2.56
H: -1.85 -0.43 -3.32
H: -0.47 0.61 -3.10
H: -0.61 1.29 4.33
H: 0.51 1.17 3.36
O: -0.43 0.82 3.57
H: -1.29 2.99 0.71
H: -0.70 4.37 0.36
O: -0.83 3.55 -0.03
H: -2.77 1.65 1.76
H: -1.42 1.75 2.54
O: -2.04 2.27 1.98
H: 2.93 0.67 -2.37
H: 1.50 0.08 -2.63
O: 1.99 0.98 -2.73
H: -2.59 -2.35 0.07
H: -2.65 -1.48 -1.21
O: -2.74 -2.45 -0.89
H: -0.54 -4.39 -1.78
H: -1.33 -3.04 -1.61
O: -0.51 -3.45 -1.98
H: 2.49 1.59 2.28
H: 2.76 1.16 3.77
O: 2.12 1.56 3.23
H: 2.08 -2.60 -3.04
H: 0.93 -2.48 -2.08
O: 1.77 -2.09 -2.32
H: 1.59 2.30 -1.67
H: 0.74 3.10 -0.58
O: 1.61 2.91 -0.91
H: 3.30 0.62 0.13
H: 2.56 2.08 0.20
O: 3.08 1.41 0.74
H: -4.37 0.50 0.58
H: -3.15 -0.30 1.02
O: -3.83 0.39 1.28
H: 2.94 -1.15 -1.45
H: 4.49 -0.88 -1.10
O: 3.57 -0.51 -1.10

For the lowest unoccupied orbital energy, the calculation gives 0.111 eV. The value obtained for the HOMO-LUMO gap is 9.23 eV. As for the calculated total energy: -34422.8326 eV. The HOMO energy comes out at -9.12 eV.

Results of the natural (NBO) charge analysis, in e, for atoms 1 through 8: atom 1 (N): -0.9043, atom 2 (C): -0.0582, atom 3 (C): -0.4109, atom 4 (C): -0.6181, atom 5 (C): -0.2702, atom 6 (N): -0.4886, atom 7 (C): -0.4288, atom 8 (C): -0.4310

Record 3
Molecular formula: C6H40N2O12
Method: DFT, the ωB97M-V functional and the def2-TZVPD basis

CARTESIAN COORDINATES (ANGSTROEM)
C: -2.95 1.07 1.04
C: -2.45 2.23 0.18
C: -1.81 0.53 1.90
N: -0.65 0.06 1.11
C: -0.04 -1.12 1.66
C: 0.99 -1.68 0.64
N: 2.31 -1.06 0.73
C: 3.29 -1.49 -0.27
H: -3.43 0.27 0.48
H: -3.71 1.29 1.80
H: -3.24 2.82 -0.29
H: -1.84 2.89 0.79
H: -1.82 1.79 -0.60
H: -2.22 -0.31 2.47
H: -1.50 1.27 2.65
H: -0.01 0.84 0.98
H: -0.74 -1.91 1.89
H: 0.62 -1.07 2.54
H: 0.58 -1.26 -0.28
H: 0.92 -2.74 0.40
H: 2.18 -0.06 0.69
H: 2.92 -2.25 -0.94
H: 4.15 -1.95 0.24
H: 3.74 -0.61 -0.74
H: -3.57 -2.61 -1.27
H: -2.72 -1.51 -0.69
O: -3.41 -2.15 -0.44
H: 2.21 3.30 -0.94
H: 2.68 3.60 -2.39
O: 1.97 3.19 -1.89
H: 1.93 -0.15 -4.68
H: 1.47 1.04 -4.09
O: 2.33 0.66 -4.32
H: 0.76 3.13 0.91
H: 2.28 2.85 1.33
O: 1.59 2.72 0.67
H: -0.58 -0.49 -2.21
H: -1.02 -0.59 -0.77
O: -1.02 -1.11 -1.60
H: -3.42 0.55 -3.30
H: -2.66 1.67 -2.49
O: -3.22 1.49 -3.25
H: 2.87 0.85 2.68
H: 3.93 0.64 1.46
O: 3.47 1.24 2.04
H: 3.85 -1.73 2.88
H: 2.49 -1.25 2.86
O: 3.26 -1.22 3.45
H: -0.34 1.64 -2.86
H: 0.87 2.05 -2.01
O: 0.16 1.38 -2.08
H: -1.36 1.14 -4.31
H: -1.45 -0.27 -4.67
O: -0.77 0.40 -4.52
H: -0.21 -1.31 4.22
H: 0.26 -2.74 4.52
O: -0.09 -1.95 4.93
H: -2.69 -3.51 0.64
H: -2.77 -4.23 1.98
O: -2.33 -4.27 1.13

For the lowest unoccupied orbital energy, the calculation gives 0.026 eV. The value obtained for the HOMO-LUMO gap is 8.71 eV. As for the calculated total energy: -34420.4623 eV. The HOMO energy comes out at -8.68 eV.

Results of the natural (NBO) charge analysis, in e, for atoms 1 through 8: atom 1 (C): -0.4110, atom 2 (C): -0.6289, atom 3 (C): -0.2125, atom 4 (N): -0.6741, atom 5 (C): -0.2458, atom 6 (C): -0.2524, atom 7 (N): -0.6898, atom 8 (C): -0.4170

Record 4
Molecular formula: C6H44O15
Method: DFT, the ωB97M-V functional and the def2-TZVPD basis

CARTESIAN COORDINATES (ANGSTROEM)
C: 1.59 -2.07 -1.23
C: 0.77 -0.97 -0.56
C: 0.12 -1.48 0.85
C: -0.21 -0.23 1.60
C: -1.12 -0.35 2.82
C: -2.32 0.61 2.85
H: 0.93 -2.83 -1.62
H: 2.16 -1.60 -2.03
H: 2.10 -2.62 -0.46
H: 1.30 -0.02 -0.48
H: -0.12 -0.69 -1.27
H: -0.85 -1.92 0.65
H: 0.91 -2.12 1.17
H: -0.58 0.56 0.93
H: 0.67 0.27 2.01
H: -1.51 -1.37 3.05
H: -0.61 -0.14 3.76
H: -2.85 0.77 1.89
H: -1.93 1.62 3.15
H: -3.06 0.52 3.68
H: -1.53 -0.01 -0.57
H: -2.72 0.63 -1.53
O: -2.18 -0.13 -1.28
H: -0.21 4.50 -0.63
H: -1.53 3.63 -0.71
O: -0.87 4.08 -0.08
H: 3.57 0.88 2.42
H: 2.63 1.73 1.64
O: 3.54 1.75 1.97
H: -2.01 -5.17 -0.64
H: -2.17 -3.81 -1.24
O: -2.09 -4.23 -0.38
H: -3.36 -1.27 -0.78
H: -3.80 -2.61 0.06
O: -3.88 -2.10 -0.74
H: 1.49 2.85 0.07
H: 0.59 3.05 1.40
O: 1.14 2.41 0.86
H: -3.08 -2.22 -3.23
H: -1.54 -1.92 -2.70
O: -2.14 -2.17 -3.40
H: 0.01 -2.85 3.75
H: 0.97 -3.63 2.73
O: 0.93 -3.02 3.48
H: 2.63 3.65 -2.80
H: 2.87 4.30 -1.38
O: 2.20 4.14 -2.05
H: 2.58 -1.12 3.51
H: 2.31 0.13 4.32
O: 2.97 -0.27 3.74
H: -2.62 2.72 -2.33
H: -1.14 2.36 -2.20
O: -1.96 2.41 -1.67
H: -2.90 -3.69 1.71
H: -2.84 -2.17 1.84
O: -3.34 -2.93 2.15
H: 3.65 1.83 -0.48
H: 4.00 0.31 -0.46
O: 3.84 1.05 -1.05
H: 0.66 1.34 -3.50
H: -0.25 0.22 -3.93
O: -0.20 0.92 -3.28
H: 3.61 1.10 -3.24
H: 2.99 2.17 -2.54
O: 2.93 1.78 -3.41

For the lowest unoccupied orbital energy, the calculation gives 0.003 eV. The value obtained for the HOMO-LUMO gap is 10.51 eV. As for the calculated total energy: -37647.6572 eV. The HOMO energy comes out at -10.51 eV.

Results of the natural (NBO) charge analysis, in e, for atoms 1 through 8: atom 1 (C): -0.6224, atom 2 (C): -0.4083, atom 3 (C): -0.4083, atom 4 (C): -0.4181, atom 5 (C): -0.4173, atom 6 (C): -0.6232, atom 7 (H): 0.2040, atom 8 (H): 0.2159

Record 5
Molecular formula: C6H45N2O17
Method: DFT, the ωB97M-V functional and the def2-TZVPD basis

CARTESIAN COORDINATES (ANGSTROEM)
C: 10.22 -15.71 6.15
C: 11.06 -14.44 6.27
N: 12.49 -14.67 6.14
C: 13.09 -15.90 6.03
C: 14.39 -15.65 5.85
N: 14.58 -14.30 5.90
C: 13.38 -13.75 5.96
C: 15.85 -13.61 5.72
H: 9.19 -15.40 6.29
H: 10.40 -16.38 7.00
H: 10.27 -16.26 5.22
H: 10.81 -13.93 7.20
H: 10.73 -13.77 5.47
H: 12.55 -16.80 5.85
H: 15.23 -16.31 5.68
H: 13.24 -12.68 5.93
H: 15.85 -12.52 5.79
H: 16.13 -13.76 4.68
H: 16.61 -13.98 6.39
O: 17.32 -15.74 3.10
H: 17.39 -16.70 3.06
H: 18.24 -15.43 3.19
O: 12.28 -13.21 3.05
H: 13.16 -13.69 2.97
H: 12.30 -12.59 2.31
O: 10.04 -11.32 8.23
H: 9.46 -10.54 8.28
H: 9.85 -11.82 9.04
O: 10.59 -16.85 9.66
H: 10.98 -17.60 9.16
H: 10.10 -17.26 10.39
O: 15.72 -11.05 3.59
H: 15.09 -10.52 4.10
H: 15.46 -10.95 2.67
O: 9.51 -15.40 1.99
H: 9.99 -14.59 2.24
H: 10.05 -16.12 2.33
O: 13.36 -19.12 5.86
H: 13.04 -19.92 5.42
H: 14.20 -18.91 5.37
O: 12.00 -10.70 6.20
H: 11.42 -10.52 5.46
H: 11.40 -10.81 6.98
O: 12.75 -18.20 8.45
H: 13.33 -17.44 8.60
H: 12.97 -18.52 7.55
O: 18.30 -12.18 3.99
H: 17.44 -11.74 3.81
H: 18.88 -11.92 3.26
O: 17.49 -12.84 8.83
H: 18.26 -12.90 9.42
H: 17.05 -12.03 9.08
O: 7.42 -14.97 4.12
H: 6.80 -14.23 4.16
H: 7.90 -14.85 3.27
O: 15.67 -18.87 4.28
H: 15.39 -18.62 3.38
H: 16.13 -19.71 4.17
O: 16.85 -15.67 8.10
H: 17.03 -14.80 8.50
H: 17.70 -16.13 8.15
O: 14.80 -10.26 6.80
H: 14.80 -10.82 7.59
H: 13.87 -10.28 6.49
O: 19.47 -13.17 6.54
H: 18.92 -12.71 7.18
H: 19.14 -12.88 5.67
O: 14.69 -14.65 2.52
H: 14.82 -14.16 1.69
H: 15.58 -15.03 2.71

For the lowest unoccupied orbital energy, the calculation gives -2.469 eV. The value obtained for the HOMO-LUMO gap is 10.02 eV. As for the calculated total energy: -44736.4783 eV. The HOMO energy comes out at -12.49 eV. The charge is +1.

Results of the natural (NBO) charge analysis, in e, for atoms 1 through 8: atom 1 (C): -0.6397, atom 2 (C): -0.2165, atom 3 (N): -0.2858, atom 4 (C): -0.0711, atom 5 (C): -0.0392, atom 6 (N): -0.2806, atom 7 (C): 0.2618, atom 8 (C): -0.4461

Record 6
Molecular formula: C6H4ClFS2
Method: DFT, the ωB97M-V functional and the def2-TZVPD basis

CARTESIAN COORDINATES (ANGSTROEM)
C: -0.94 0.69 -0.52
C: -1.16 -0.70 -0.58
C: 0.33 1.27 -0.48
C: 1.40 0.86 0.58
C: -0.35 -1.84 -0.31
C: 1.03 -0.25 1.32
F: -1.07 -2.94 -0.48
S: 0.80 2.52 0.75
S: 1.26 -1.83 0.50
Cl: -0.48 -0.05 2.28
H: -1.81 1.23 -0.75
H: -2.18 -0.94 -0.93
H: 0.76 1.27 -1.40
H: 2.43 0.70 0.02

For the lowest unoccupied orbital energy (spin up / spin down), the calculation gives -1.021 / -0.762 eV. The value obtained for the HOMO-LUMO gap (spin up / spin down) is 6.77 / 7.56 eV. As for the calculated total energy: -43192.4050 eV. The HOMO energy (spin up / spin down) comes out at -7.79 / -8.32 eV.

Results of the natural (NBO) charge analysis, in e, for atoms 1 through 8: atom 1 (C): -0.1610, atom 2 (C): -0.3174, atom 3 (C): -0.3419, atom 4 (C): -0.4441, atom 5 (C): 0.2352, atom 6 (C): -0.1787, atom 7 (F): -0.3151, atom 8 (S): 0.2354

Record 7
Molecular formula: C6H4ClO3S
Method: DFT, the ωB97M-V functional and the def2-TZVPD basis

CARTESIAN COORDINATES (ANGSTROEM)
O: -3.48 0.37 -0.38
C: -2.39 -0.11 -0.08
Cl: -2.11 -1.79 -0.93
O: -1.78 -0.09 1.13
C: -1.06 0.73 0.17
O: -1.22 2.14 0.39
C: 0.35 0.37 0.11
C: 0.89 -0.77 0.63
C: 2.22 -1.02 0.15
C: 2.63 -0.09 -0.79
S: 1.41 1.11 -1.07
H: -2.14 2.27 0.27
H: 0.36 -1.29 1.56
H: 2.75 -1.95 0.15
H: 3.59 0.13 -1.30

For the lowest unoccupied orbital energy, the calculation gives 3.011 eV. The value obtained for the HOMO-LUMO gap is 7.06 eV. As for the calculated total energy: -35786.9153 eV. The HOMO energy comes out at -4.05 eV. The charge is -1.

Results of the natural (NBO) charge analysis, in e, for atoms 1 through 8: atom 1 (O): -0.7615, atom 2 (C): 0.6280, atom 3 (Cl): -0.3117, atom 4 (O): -0.5383, atom 5 (C): 0.3005, atom 6 (O): -0.7220, atom 7 (C): -0.2112, atom 8 (C): -0.2498

Record 8
Molecular formula: C6H4N2O3
Method: DFT, the ωB97M-V functional and the def2-TZVPD basis

CARTESIAN COORDINATES (ANGSTROEM)
C: 2.08 1.37 -1.10
C: 3.75 0.78 0.55
C: 1.80 -1.38 -0.71
C: 0.69 -1.26 0.28
C: -1.52 -0.61 0.86
C: 3.22 0.65 -0.73
N: 1.06 1.80 -1.38
N: 4.25 0.93 1.58
O: 2.42 -2.18 -1.31
O: 0.97 -1.64 1.42
O: -0.48 -0.73 -0.18
H: -2.41 -0.83 0.37
H: -1.49 0.37 1.40
H: -1.24 -1.22 1.61
H: 3.65 0.24 -1.63

For the lowest unoccupied orbital energy (spin up / spin down), the calculation gives -2.213 / -1.532 eV. The value obtained for the HOMO-LUMO gap (spin up / spin down) is 6.84 / 7.94 eV. As for the calculated total energy: -15404.7072 eV. The HOMO energy (spin up / spin down) comes out at -9.05 / -9.47 eV.

Results of the natural (NBO) charge analysis, in e, for atoms 1 through 8: atom 1 (C): 0.2304, atom 2 (C): 0.2262, atom 3 (C): 0.6154, atom 4 (C): 0.6481, atom 5 (C): -0.2518, atom 6 (C): -0.4377, atom 7 (N): -0.3114, atom 8 (N): -0.2581

Record 9
Molecular formula: C6H4N4
Method: DFT, the ωB97M-V functional and the def2-TZVPD basis

CARTESIAN COORDINATES (ANGSTROEM)
H: -0.92 -1.56 -1.68
N: -0.07 -1.59 -0.93
C: 0.14 -0.54 -0.26
C: 1.20 -0.42 0.73
C: 2.58 0.27 0.42
N: 3.73 0.63 0.34
C: -1.11 0.33 -0.45
C: -2.54 0.20 0.36
N: -3.44 0.15 1.09
C: -0.56 1.68 -0.27
N: -0.11 2.74 -0.49
H: 1.71 -1.45 0.71
H: 0.83 -0.47 1.83
H: -1.45 0.04 -1.42

For the lowest unoccupied orbital energy, the calculation gives -0.816 eV. The value obtained for the HOMO-LUMO gap is 10.39 eV. As for the calculated total energy: -12242.1684 eV. The HOMO energy comes out at -11.20 eV.

Results of the natural (NBO) charge analysis, in e, for atoms 1 through 8: atom 1 (H): 0.3476, atom 2 (N): -0.5175, atom 3 (C): 0.2758, atom 4 (C): -0.5829, atom 5 (C): 0.2774, atom 6 (N): -0.2912, atom 7 (C): -0.3876, atom 8 (C): 0.2651